# 1
This record from the OMol25 dataset describes C31H50KN3O2PSi4Te as an isolated structure. The level of theory is wB97M-V/def2-TZVPD.

Properties
LUMO: 2.24 eV
Multiplicity: 1
Net charge: -1
Orbital gap: 6.37 eV
Largest force on an atom: 0.0590 hartree/bohr
HOMO level: -4.13 eV
ΔE to the lowest compared entry with this formula, charge and spin: 24.5 kcal per mole

Structure (XYZ):
```
93
C31H50KN3O2PSi4Te, DFT wB97M-V/def2-TZVPD
K -2.329 0.655 0.593
N -2.280 2.604 -3.302
C -1.223 3.200 -3.947
C -1.448 4.114 -4.975
C -0.391 4.653 -5.684
C 0.910 4.296 -5.369
C 1.150 3.391 -4.348
C 0.101 2.820 -3.640
P 0.291 1.688 -2.203
C 2.115 1.536 -2.222
C 2.817 2.419 -1.408
C 4.197 2.420 -1.409
C 4.888 1.547 -2.234
C 4.196 0.659 -3.039
C 2.811 0.647 -3.031
C -0.191 0.116 -3.012
C -0.284 -1.008 -2.196
C -0.659 -2.228 -2.723
C -0.956 -2.337 -4.072
C -0.862 -1.226 -4.891
C -0.484 -0.003 -4.367
H -3.152 3.110 -3.291
H -2.068 2.165 -2.415
H -2.465 4.394 -5.213
H -0.579 5.360 -6.481
H 1.743 4.713 -5.918
H 2.170 3.122 -4.111
H 2.261 3.097 -0.777
H 4.737 3.104 -0.772
H 5.969 1.550 -2.240
H 4.735 -0.017 -3.689
H 2.273 -0.041 -3.668
H -0.051 -0.917 -1.142
H -0.728 -3.095 -2.081
H -1.265 -3.288 -4.481
H -1.084 -1.315 -5.947
H -0.426 0.862 -5.012
C -8.100 1.698 -0.739
C -6.600 1.594 -0.627
N -5.828 2.133 -1.501
O -6.516 2.797 -2.556
C -6.009 0.894 0.483
C -6.847 0.568 1.696
N -4.750 0.577 0.393
O -4.188 -0.051 1.387
H -8.389 1.493 -1.769
H -8.409 2.719 -0.513
H -8.613 1.008 -0.079
H -5.799 3.074 -3.138
H -7.488 1.405 1.964
H -6.167 0.354 2.519
H -7.457 -0.321 1.531
C -1.664 -1.788 4.112
Si -0.190 -2.535 3.159
C 0.515 -3.931 4.266
C -0.969 -3.385 1.638
Si 1.525 -1.031 2.566
Te 0.852 1.007 1.430
Si 2.498 -0.339 4.585
C 3.465 -1.609 5.646
C 1.141 0.331 5.758
C 3.723 1.099 4.276
Si 3.111 -2.137 1.223
C 2.403 -3.007 -0.332
C 4.386 -0.893 0.523
C 4.116 -3.492 2.129
H -2.341 -2.551 4.492
H -2.246 -1.128 3.476
H -1.327 -1.203 4.962
H -0.221 -4.687 4.531
H 0.904 -3.519 5.194
H 1.340 -4.438 3.772
H -1.573 -4.250 1.901
H -0.202 -3.725 0.950
H -1.608 -2.691 1.097
H 2.818 -2.425 5.959
H 3.891 -1.168 6.546
H 4.284 -2.045 5.080
H 0.562 -0.488 6.179
H 0.450 0.971 5.215
H 1.536 0.909 6.592
H 4.560 0.762 3.670
H 4.134 1.526 5.190
H 3.232 1.897 3.726
H 1.945 -2.284 -1.000
H 1.637 -3.730 -0.063
H 3.163 -3.543 -0.898
H 3.871 -0.027 0.117
H 4.999 -1.311 -0.274
H 5.058 -0.536 1.299
H 3.469 -4.326 2.388
H 4.536 -3.108 3.054
H 4.940 -3.883 1.535
```

=====

# 2
This record from the OMol25 dataset describes a 4-piece molecular cluster, C25H45FNO5PS overall. The level of theory is wB97M-V/def2-TZVPD.

Properties
LUMO: -0.89 eV
Multiplicity: 1
Orbital gap: 8.27 eV
Largest force on an atom: 0.0388 hartree/bohr
SMILES: CCCCCCCCCN1C(=O)c2cc([PH2]=S)c([C@@H](C)F)cc2C1=O.CCO.CCO.CCO
HOMO level: -9.15 eV

Structure (XYZ):
```
79
C25H45FNO5PS, DFT wB97M-V/def2-TZVPD
C -1.585 -5.114 -7.146
C -2.696 -4.037 -7.159
C -2.366 -2.815 -6.267
C -3.281 -1.652 -6.687
C -2.887 -0.296 -6.028
C -4.045 0.257 -5.152
C -3.907 1.788 -5.077
C -4.727 2.486 -3.964
C -4.942 1.664 -2.691
N -3.714 1.102 -2.094
C -4.009 0.410 -0.877
O -4.798 -0.501 -0.764
C -3.104 1.033 0.155
C -3.020 0.853 1.502
C -2.060 1.537 2.203
P -1.957 1.251 3.999
S -0.292 0.425 4.597
C -1.168 2.400 1.581
C -0.085 3.150 2.378
C 1.164 3.303 1.509
F -0.614 4.427 2.593
C -1.280 2.585 0.222
C -2.239 1.905 -0.454
C -2.588 1.916 -1.939
O -1.934 2.507 -2.767
H -0.979 -5.097 -6.238
H -0.967 -5.012 -8.040
H -2.041 -6.108 -7.199
H -2.797 -3.665 -8.183
H -3.641 -4.490 -6.853
H -1.304 -2.558 -6.321
H -2.588 -3.144 -5.245
H -3.215 -1.538 -7.772
H -4.291 -1.907 -6.361
H -2.569 0.457 -6.754
H -2.025 -0.487 -5.380
H -5.014 -0.030 -5.570
H -3.943 -0.242 -4.185
H -2.855 2.075 -5.074
H -4.295 2.169 -6.031
H -5.674 2.804 -4.405
H -4.209 3.409 -3.680
H -5.494 2.295 -1.980
H -5.626 0.848 -2.935
H -3.687 0.161 2.008
H -3.009 0.347 4.265
H -2.264 2.452 4.676
H 0.136 2.636 3.311
H 2.011 3.605 2.126
H 1.004 4.092 0.770
H 1.360 2.394 0.940
H -0.627 3.228 -0.353
C 3.853 0.591 6.381
C 3.070 1.566 7.241
O 2.027 2.176 6.489
H 4.280 1.103 5.517
H 4.661 0.125 6.949
H 3.202 -0.196 5.997
H 3.718 2.363 7.607
H 2.634 1.053 8.105
H 1.449 1.469 6.175
C 4.122 -2.618 3.883
C 4.437 -3.444 5.117
O 3.748 -2.940 6.259
H 4.401 -1.575 4.038
H 4.658 -2.998 3.011
H 3.050 -2.636 3.669
H 5.503 -3.408 5.341
H 4.152 -4.491 4.964
H 2.806 -2.980 6.071
C 7.935 -0.752 3.180
C 6.828 -0.151 2.334
O 5.789 0.380 3.153
H 7.539 -1.543 3.819
H 8.725 -1.170 2.553
H 8.373 0.003 3.836
H 6.379 -0.912 1.696
H 7.221 0.647 1.695
H 6.176 1.060 3.712
```

=====

# 3
This record from the OMol25 dataset describes C39H42BrF4I2N4O4PTeYb as an isolated structure. The level of theory is wB97M-V/def2-TZVPD.

Properties
LUMO: 2.03 eV
Multiplicity: 2
Net charge: -1
Orbital gap: 6.72 eV
⟨S²⟩: 0.751
Largest force on an atom: 0.0273 hartree/bohr
HOMO level: -4.69 eV

Structure (XYZ):
```
99
C39H42BrF4I2N4O4PTeYb, DFT wB97M-V/def2-TZVPD
Yb 0.187 -0.046 -0.575
C 4.148 3.277 -0.452
C 2.770 2.680 -0.755
N 2.746 1.256 -1.146
C 3.463 0.456 -0.133
C 3.465 -1.041 -0.392
C 3.349 1.063 -2.470
C 2.513 0.185 -3.427
N 1.560 -0.655 -2.725
C 1.140 -1.749 -3.370
C 0.445 -2.721 -2.616
F 0.287 -2.418 -1.298
C -0.074 -3.888 -3.101
F -0.727 -4.719 -2.282
C 0.074 -4.219 -4.439
C 0.741 -3.299 -5.225
F 0.882 -3.562 -6.540
C 1.251 -2.115 -4.738
F 1.803 -1.266 -5.647
H 4.535 2.922 0.503
H 4.055 4.362 -0.394
H 4.876 3.045 -1.234
H 2.321 3.251 -1.566
H 2.137 2.797 0.121
H 2.966 0.644 0.815
H 4.506 0.793 -0.052
H 2.454 -1.428 -0.495
H 3.937 -1.538 0.456
H 4.014 -1.312 -1.295
H 4.344 0.623 -2.354
H 3.494 2.034 -2.949
H 3.218 -0.424 -3.999
H 2.000 0.828 -4.158
H -0.326 -5.134 -4.846
I -1.842 1.389 6.788
C -0.913 1.611 4.908
C 0.461 1.487 4.794
C 1.044 1.572 3.543
I 3.127 1.806 3.469
C 0.290 1.694 2.344
O 0.777 1.630 1.150
C -1.071 2.054 2.561
C -1.788 2.659 1.399
N -2.192 1.691 0.383
C -2.824 2.392 -0.720
C -1.770 3.036 -1.581
C -1.915 4.322 -2.080
C -0.937 4.846 -2.909
C 0.130 4.034 -3.260
C 0.186 2.758 -2.729
N -0.711 2.276 -1.870
C -1.671 1.960 3.802
H 1.079 1.356 5.671
H -1.101 3.356 0.909
H -2.656 3.233 1.762
H -2.847 1.037 0.798
H -3.534 3.156 -0.371
H -3.378 1.677 -1.328
H -2.787 4.907 -1.817
H -1.006 5.861 -3.278
H 0.909 4.385 -3.923
H 0.972 2.073 -3.013
H -2.719 2.212 3.909
Br -1.649 -0.138 -3.533
C -3.311 -0.382 -2.606
C -4.446 -0.085 -3.306
C -5.701 -0.332 -2.722
C -5.761 -0.953 -1.508
C -4.585 -1.292 -0.797
C -4.664 -2.039 0.398
C -3.516 -2.377 1.052
C -2.272 -1.883 0.610
C -2.090 -1.100 -0.522
C -3.293 -0.916 -1.290
H -4.376 0.323 -4.305
H -6.602 -0.062 -3.259
H -6.718 -1.217 -1.073
H -5.635 -2.358 0.759
H -3.558 -3.007 1.933
H -1.414 -2.154 1.208
C 2.939 -2.524 5.092
C 3.288 -2.518 3.614
O 2.377 -1.709 2.877
P 1.201 -2.337 1.943
O 0.672 -1.091 1.249
Te 1.808 -4.299 0.853
O 0.096 -2.793 3.041
C -0.542 -1.818 3.868
C -1.674 -2.493 4.614
H 3.699 -3.081 5.643
H 1.971 -3.000 5.255
H 2.905 -1.503 5.476
H 3.286 -3.536 3.216
H 4.285 -2.091 3.468
H -0.919 -0.994 3.253
H 0.186 -1.405 4.572
H -2.428 -2.849 3.912
H -2.134 -1.789 5.308
H -1.294 -3.350 5.172
```

=====

Number 1: DFT total energy -3893.39039 a.u.. Number 2: DFT total energy -2249.92167 a.u.. Number 3: DFT total energy -7368.49968 a.u..